## one
One molecule with the formula C5H7NS2, computed with the ωB97M-V functional and the def2-TZVPD basis.

Each line ends with the Mulliken charge.
Cartesian coordinates (Å):
S  -0.67  -2.44  1.44  -0.39
C  -0.48  -1.03  0.65  0.15
N  -1.55  -0.38  0.10  -0.10
C  -1.49  0.86  -0.60  -0.32
C  -0.33  1.35  -1.00  -0.33
C  0.93  0.59  -0.73  -0.80
C  0.83  -0.21  0.57  0.00
S  2.34  -1.16  0.79  -0.20
H  -2.44  -0.85  0.24  0.25
H  -2.47  1.34  -0.78  0.36
H  -0.29  2.32  -1.56  0.30
H  1.23  -0.11  -1.54  0.33
H  1.80  1.25  -0.66  0.37
H  0.77  0.49  1.43  0.27
H  1.82  -2.02  1.65  0.11

Values from the calculation:
Molecular weight ... 145.3 g/mol
Net charge ... 0
LUMO ... 0.26 eV
SMILES ... S=C1NC=CC[C@@H]1S
Orbital gap ... 8.9 eV


## two
One molecule with the formula C5H7NS2, computed with the ωB97M-V functional and the def2-TZVPD basis.

Each line ends with the Mulliken charge.
Cartesian coordinates (Å):
C  -1.07  -0.27  1.13  -0.77
C  -0.07  -0.05  -0.98  -0.57
C  -0.58  -1.48  0.93  -0.47
C  -0.91  0.49  -0.15  1.06
C  -1.18  1.96  -0.36  -1.09
N  1.73  -1.99  -0.44  -0.39
S  0.21  -1.72  -0.68  0.16
S  3.03  -1.06  0.34  -0.18
H  -1.53  0.00  2.02  0.43
H  0.49  0.55  -1.61  0.33
H  -0.65  -2.31  1.56  0.46
H  -0.27  2.40  -0.90  0.29
H  -1.10  2.38  0.62  0.32
H  -2.04  2.32  -0.84  0.29
H  3.93  -1.21  -0.64  0.12

Values from the calculation:
Molecular weight ... 145.3 g/mol
Net charge ... 0
LUMO ... -0.02 eV
Orbital gap ... 7.7 eV


Of them, one has the highest stability.


## one
One molecule with the formula C5H7NS2, computed with the ωB97M-V functional and the def2-TZVPD basis.

Each line ends with the Mulliken charge.
Cartesian coordinates (Å):
C  1.63  1.14  0.01  -0.30
C  0.70  1.83  -0.55  0.02
C  -0.76  1.39  -0.66  -0.87
S  -1.59  0.49  0.69  -0.08
C  -1.25  -1.29  -0.03  -0.69
S  0.36  -1.37  -0.83  -0.04
N  1.27  -1.21  0.73  -0.40
C  1.52  0.04  0.99  -0.15
H  2.67  1.52  -0.10  0.33
H  1.03  2.68  -1.22  0.30
H  -1.53  2.25  -0.70  0.38
H  -1.11  0.81  -1.50  0.40
H  -2.01  -1.61  -0.73  0.36
H  -1.39  -1.95  0.76  0.41
H  2.09  0.10  1.97  0.35

Values from the calculation:
Molecular weight ... 145.3 g/mol
Net charge ... 0
LUMO ... 0.65 eV
SMILES ... C1=C\CSCS\N=C/1
Orbital gap ... 9.2 eV


## two
C5H7NS2 as an isolated structure, computed with the ωB97M-V functional and the def2-TZVPD basis.

Each line ends with the Mulliken charge.
Cartesian coordinates (Å):
C  1.04  -0.34  0.10  -0.62
C  0.19  0.35  1.11  0.01
C  0.21  0.22  -0.98  0.00
C  -1.04  -0.66  -0.71  -0.50
C  -1.18  -0.44  0.82  -0.19
H  2.85  1.33  -0.08  0.13
H  0.99  -1.47  0.08  0.27
H  0.41  0.64  2.20  0.44
H  0.71  0.31  -1.96  0.45
H  -1.13  -1.50  -1.37  0.42
H  -2.32  1.10  -0.38  0.30
H  -1.61  -1.30  1.35  0.40
N  -2.16  0.03  -0.10  -0.60
S  2.98  -0.05  -0.01  -0.21
S  0.05  1.81  -0.06  -0.29

Values from the calculation:
Molecular weight ... 145.3 g/mol
Net charge ... 0
LUMO ... 0.64 eV
Orbital gap ... 9.8 eV


## three
One molecule with the formula C5H7NS2, computed with the ωB97M-V functional and the def2-TZVPD basis.

Each line ends with the Mulliken charge.
Cartesian coordinates (Å):
C  -0.80  -1.47  0.60  -1.38
C  -0.29  -0.55  -0.44  0.34
C  -1.07  0.59  -0.90  -0.56
C  0.00  1.55  -0.33  0.13
S  0.34  3.08  -0.31  -0.37
N  0.79  0.38  -0.03  0.11
C  1.96  0.48  0.65  0.00
S  2.91  -0.73  1.32  -0.26
H  -1.08  -0.99  1.57  0.31
H  -0.01  -2.26  0.84  0.31
H  -1.61  -1.91  0.08  0.41
H  -0.03  -1.20  -1.25  0.18
H  -1.18  0.82  -2.00  0.26
H  -2.09  0.71  -0.61  0.33
H  2.15  1.50  0.81  0.20

Values from the calculation:
Molecular weight ... 145.3 g/mol
Net charge ... 0
LUMO ... -0.72 eV
SMILES ... C[C@H]1CC(=S)N1C=S
Orbital gap ... 7.9 eV


Of them, three has the highest stability.


## one
C5H7NS2 as an isolated structure, computed with the ωB97M-V functional and the def2-TZVPD basis.

Each line ends with the Mulliken charge.
Cartesian coordinates (Å):
C  0.08  0.18  0.84  0.34
C  -0.36  1.30  -0.33  -0.41
C  -0.07  0.13  -1.18  -0.19
C  1.14  -0.23  -0.20  -0.76
C  -1.10  -0.87  0.57  -0.23
H  1.98  0.59  2.29  0.13
H  -1.48  1.55  -0.41  0.30
H  0.49  2.07  -0.57  0.26
H  0.22  0.14  -2.27  0.41
H  2.02  0.46  -0.29  0.36
H  1.40  -1.26  -0.34  0.32
H  -1.38  -1.94  -1.28  0.38
N  -1.13  -0.71  -0.76  -0.35
S  0.48  0.27  2.52  -0.27
S  -2.30  -1.67  1.40  -0.27

Values from the calculation:
Molecular weight ... 145.3 g/mol
Net charge ... 0
LUMO ... -0.04 eV
Orbital gap ... 8.5 eV


## two
One molecule with the formula C5H7NS2, computed with the ωB97M-V functional and the def2-TZVPD basis.

Each line ends with the Mulliken charge.
Cartesian coordinates (Å):
C  1.85  2.09  0.34  -0.70
C  0.99  1.27  -0.27  0.43
C  1.45  0.34  -1.25  0.07
N  1.78  -0.38  -2.10  -0.43
S  -0.78  1.29  0.00  -0.07
C  -1.05  0.03  1.29  -0.58
S  -0.33  -1.62  0.87  -0.06
C  -1.24  -1.97  -0.67  -0.77
H  2.92  1.94  0.16  0.29
H  1.55  2.87  1.03  0.30
H  -2.15  -0.02  1.32  0.33
H  -0.70  0.37  2.28  0.35
H  -0.87  -1.39  -1.53  0.27
H  -1.11  -3.05  -0.89  0.30
H  -2.31  -1.77  -0.58  0.27

Values from the calculation:
Molecular weight ... 145.3 g/mol
Net charge ... 0
LUMO ... -0.03 eV
SMILES ... C=C(C#N)SCSC
Orbital gap ... 8.9 eV


Of them, two has the highest stability.


## one
A 23-piece molecular cluster, H46O23 overall, computed with the ωB97M-V functional and the def2-TZVPD basis.

Each line ends with the Mulliken charge.
Cartesian coordinates (Å):
O  -11.76  1.28  9.72  -0.63
H  -12.53  1.62  9.29  0.32
H  -12.05  0.58  10.31  0.29
O  -12.64  2.21  16.00  -0.55
H  -12.08  2.42  16.77  0.26
H  -12.59  3.03  15.47  0.31
O  -9.95  -2.40  16.40  -0.60
H  -10.38  -3.22  16.10  0.27
H  -9.20  -2.32  15.83  0.30
O  -5.88  -0.23  17.14  -0.69
H  -6.67  0.33  17.10  0.39
H  -5.26  0.18  17.74  0.31
O  -12.39  4.67  14.07  -0.63
H  -11.69  5.28  14.25  0.28
H  -12.15  4.21  13.29  0.35
O  -7.90  0.77  13.60  -0.59
H  -8.01  0.43  14.49  0.29
H  -8.27  0.17  12.96  0.28
O  -11.91  -3.24  9.77  -0.63
H  -11.57  -2.93  8.92  0.31
H  -11.29  -3.89  10.15  0.31
O  -9.68  3.07  16.89  -0.57
H  -9.81  2.97  17.82  0.30
H  -9.62  3.99  16.63  0.25
O  -10.76  2.12  19.18  -0.61
H  -10.99  2.56  20.03  0.25
H  -10.40  1.23  19.38  0.34
O  -11.74  -4.19  14.75  -0.73
H  -12.39  -4.83  15.05  0.28
H  -12.23  -3.34  14.78  0.47
O  -11.87  -1.00  11.78  -0.44
H  -11.50  -0.76  12.66  0.21
H  -11.92  -1.95  11.61  0.28
O  -14.62  0.22  13.54  -0.61
H  -14.61  0.17  12.57  0.28
H  -14.99  1.09  13.75  0.29
O  -10.55  -0.41  18.10  -0.61
H  -10.43  -1.30  17.71  0.25
H  -11.50  -0.14  18.01  0.34
O  -8.95  -2.16  13.94  -0.49
H  -9.18  -2.73  13.19  0.34
H  -8.03  -1.96  13.86  0.21
O  -5.82  2.19  12.37  -0.65
H  -6.56  1.80  12.90  0.45
H  -5.40  1.35  12.10  0.28
O  -6.52  -1.44  14.75  -0.61
H  -6.15  -1.12  15.62  0.30
H  -6.02  -0.97  14.08  0.26
O  -10.18  -4.04  12.50  -0.63
H  -9.85  -4.89  12.18  0.30
H  -10.69  -4.22  13.28  0.38
O  -12.68  2.43  12.69  -0.67
H  -12.59  1.85  13.46  0.29
H  -12.11  2.03  12.02  0.32
O  -9.35  4.15  14.19  -0.61
H  -9.39  3.18  14.23  0.32
H  -8.79  4.36  13.42  0.28
O  -13.52  -0.92  17.60  -0.64
H  -13.75  -1.11  16.67  0.32
H  -13.45  -1.79  17.99  0.28
O  -13.10  -1.84  14.85  -0.75
H  -13.87  -1.55  14.36  0.36
H  -12.41  -1.20  14.56  0.27
O  -8.50  0.65  16.42  -0.66
H  -8.73  1.63  16.47  0.39
H  -9.10  0.22  17.03  0.21
O  -10.80  -0.08  14.40  0.33
H  -10.06  -0.72  14.32  0.06
H  -10.63  0.41  15.21  -0.14

Values from the calculation:
Molecular weight ... 414.3 g/mol
Net charge ... 0
LUMO ... 0.06 eV
Orbital gap ... 10.7 eV


## two
A 23-piece molecular cluster, H46O23 overall, computed with the ωB97M-V functional and the def2-TZVPD basis.

Each line ends with the Mulliken charge.
Cartesian coordinates (Å):
O  3.60  -0.39  -4.78  -0.66
H  4.44  0.03  -4.62  0.30
H  3.52  -0.41  -5.73  0.32
O  0.10  0.91  4.79  -0.66
H  0.43  0.48  4.00  0.38
H  -0.84  1.00  4.63  0.36
O  1.44  0.22  2.22  -0.63
H  1.87  -0.64  2.20  0.26
H  0.71  0.13  1.61  0.39
O  1.54  -4.16  2.43  -0.65
H  1.43  -4.98  2.92  0.30
H  0.76  -4.10  1.88  0.40
O  -0.33  4.76  2.98  -0.71
H  -0.94  4.03  2.88  0.31
H  0.33  4.44  3.60  0.33
O  1.62  5.36  0.99  -0.67
H  0.99  5.23  1.70  0.37
H  2.03  4.50  0.87  0.39
O  0.15  -0.40  -0.16  -0.34
H  -0.40  0.34  -0.40  0.02
H  0.82  -0.44  -0.84  0.23
O  -2.45  -5.38  1.12  -0.61
H  -3.19  -4.88  0.81  0.30
H  -1.76  -4.73  1.27  0.32
O  2.37  -3.05  -4.97  -0.63
H  2.94  -3.21  -5.72  0.29
H  2.69  -2.23  -4.60  0.37
O  1.75  -2.92  -1.87  -0.63
H  2.16  -2.98  -2.74  0.22
H  0.84  -3.21  -2.01  0.35
O  -2.40  1.35  3.61  -0.58
H  -2.66  1.81  2.81  0.28
H  -2.94  0.56  3.62  0.27
O  -3.83  1.94  -3.34  -0.62
H  -4.45  2.29  -2.70  0.30
H  -3.11  1.61  -2.81  0.32
O  -1.21  2.12  0.45  -0.51
H  -1.93  1.50  0.34  0.29
H  -1.64  2.96  0.61  0.26
O  -3.60  0.50  0.11  -0.57
H  -3.33  -0.25  0.63  0.31
H  -4.16  0.13  -0.58  0.29
O  -0.58  2.65  -2.00  -0.67
H  -0.95  2.35  -1.17  0.44
H  -0.24  1.86  -2.42  0.35
O  3.36  -2.83  0.34  -0.64
H  2.59  -3.09  0.83  0.27
H  3.06  -2.80  -0.57  0.44
O  -0.32  -3.20  0.56  -0.57
H  0.07  -2.33  0.44  0.17
H  -0.47  -3.53  -0.33  0.42
O  -3.91  3.21  2.06  -0.58
H  -4.13  2.60  1.35  0.29
H  -4.76  3.54  2.35  0.26
O  -0.72  -4.22  -2.00  -0.62
H  -0.57  -5.17  -2.03  0.28
H  -1.62  -4.11  -2.30  0.25
O  3.59  2.51  -1.64  -0.64
H  3.33  2.38  -0.73  0.37
H  3.96  3.39  -1.67  0.29
O  1.55  1.14  -3.08  -0.63
H  2.16  0.82  -3.75  0.26
H  1.98  1.92  -2.72  0.37
O  -3.00  -1.33  2.08  -0.63
H  -2.46  -1.88  2.64  0.27
H  -3.90  -1.59  2.26  0.28
O  2.80  2.83  1.12  -0.66
H  3.59  2.86  1.66  0.28
H  2.22  2.23  1.59  0.28

Values from the calculation:
Molecular weight ... 414.3 g/mol
Net charge ... 0
LUMO ... -0.74 eV
Orbital gap ... 9.1 eV


Of them, one has the highest stability.


## one
A 2-piece molecular cluster, C7H10N2O4 overall, computed with the ωB97M-V functional and the def2-TZVPD basis.

Each line ends with the Mulliken charge.
Cartesian coordinates (Å):
C  1.12  -1.39  0.45  -1.32
C  1.02  0.01  0.80  0.64
N  2.13  0.69  0.99  -0.17
C  2.35  2.13  1.00  0.17
O  3.50  2.44  0.75  -0.65
C  1.14  2.86  1.31  -0.90
C  -0.07  2.23  1.35  0.77
O  -1.09  3.01  1.64  -0.66
C  -0.24  0.75  1.25  0.11
C  -1.53  0.20  1.46  0.65
O  -2.51  0.84  1.84  -0.74
O  -1.69  -1.12  1.22  -0.48
H  0.28  -1.72  -0.19  0.27
H  1.28  -2.13  1.25  0.29
H  2.03  -1.58  -0.17  0.44
H  3.10  0.24  0.72  0.29
H  1.19  3.87  1.39  0.52
H  -1.95  2.29  1.61  0.41
H  -2.59  -1.34  1.09  0.35
N  -2.22  -0.68  -1.89  -0.61
H  -1.89  -1.45  -2.49  0.23
H  -2.89  -0.17  -2.51  0.24
H  -2.73  -1.05  -1.07  0.17

Values from the calculation:
Molecular weight ... 186.2 g/mol
Net charge ... 0
LUMO ... -0.05 eV
SMILES ... Cc1[nH]c(=O)cc(O)c1C(=O)O.N
Orbital gap ... 8.3 eV


## two
One molecule with the formula C7H10N2O4, computed with the ωB97M-V functional and the def2-TZVPD basis.

Each line ends with the Mulliken charge.
Cartesian coordinates (Å):
C  -1.90  -3.13  0.92  -0.72
O  -1.96  -1.77  0.87  -0.31
C  -1.26  -1.14  -0.10  0.60
O  -0.56  -1.71  -0.91  -0.55
N  -1.24  0.20  0.10  -0.23
N  -2.12  1.07  0.07  1.02
O  -3.29  0.91  -0.06  -0.66
O  -1.74  2.37  0.18  -0.34
C  -0.34  2.77  0.16  -0.66
C  0.69  1.93  0.19  0.08
C  1.57  1.13  -0.27  0.97
C  1.91  0.90  -1.75  -1.28
C  2.47  0.37  0.71  -1.28
H  -2.84  -3.59  1.22  0.28
H  -1.07  -3.58  1.61  0.24
H  -1.76  -3.57  -0.06  0.33
H  -0.37  3.84  0.40  0.33
H  1.74  -0.16  -1.92  0.31
H  1.28  1.49  -2.36  0.40
H  2.93  1.29  -1.77  0.37
H  1.87  -0.26  1.37  0.33
H  2.98  -0.37  0.10  0.38
H  3.01  1.04  1.27  0.37

Values from the calculation:
Molecular weight ... 186.2 g/mol
Net charge ... 0
LUMO ... 0.27 eV
SMILES ... COC(=O)/N=[N+](\[O-])OC=C=C(C)C
Orbital gap ... 9.8 eV


Of them, one has the highest stability.


## one
One molecule with the formula C19H27N3O2, computed with the ωB97M-V functional and the def2-TZVPD basis.

Each line ends with the Mulliken charge.
Cartesian coordinates (Å):
C  2.13  2.42  1.24  -1.65
C  3.01  1.42  0.57  0.32
C  4.32  1.55  0.21  0.78
C  5.25  2.70  0.37  -1.62
N  4.76  0.38  -0.39  0.06
C  6.09  0.18  -0.90  -1.01
C  3.73  -0.51  -0.42  0.01
C  3.66  -1.80  -0.93  -1.21
C  2.46  -2.47  -0.83  -1.00
C  1.34  -1.88  -0.21  1.19
C  0.08  -2.68  -0.16  0.41
O  -0.24  -3.45  -1.04  -0.67
N  -0.67  -2.49  0.95  -0.15
C  -2.00  -3.02  1.10  -1.00
C  -3.06  -1.92  1.10  -0.62
C  -3.09  -1.19  -0.25  -0.50
N  -3.69  0.13  -0.13  0.03
C  -5.13  0.07  0.05  -0.44
C  -5.67  1.49  0.26  -0.77
O  -5.36  2.33  -0.82  -0.37
C  -3.97  2.37  -1.02  -0.65
C  -3.39  0.97  -1.27  -0.51
C  1.41  -0.59  0.29  -0.37
C  2.61  0.11  0.18  0.56
H  1.16  2.46  0.75  0.34
H  1.96  2.14  2.28  0.29
H  2.57  3.41  1.23  0.37
H  4.73  3.55  0.80  0.38
H  5.67  3.00  -0.59  0.34
H  6.08  2.44  1.04  0.31
H  6.20  -0.86  -1.21  0.34
H  6.84  0.40  -0.14  0.31
H  6.28  0.82  -1.77  0.32
H  4.50  -2.28  -1.41  0.25
H  2.35  -3.46  -1.22  0.47
H  -0.36  -1.82  1.64  0.17
H  -2.06  -3.59  2.04  0.37
H  -2.15  -3.70  0.26  0.40
H  -4.02  -2.37  1.32  0.39
H  -2.83  -1.19  1.88  0.35
H  -2.06  -1.04  -0.59  0.34
H  -3.60  -1.81  -1.00  0.16
H  -5.36  -0.53  0.93  0.39
H  -5.63  -0.38  -0.83  0.31
H  -6.76  1.48  0.34  0.36
H  -5.24  1.90  1.19  0.36
H  -3.80  3.01  -1.89  0.36
H  -3.48  2.81  -0.14  0.35
H  -2.31  1.04  -1.39  0.36
H  -3.83  0.56  -2.20  0.30
H  0.55  -0.10  0.72  0.46

Values from the calculation:
Molecular weight ... 329.4 g/mol
Net charge ... 0
LUMO ... 0.64 eV
SMILES ... Cc1c(C)n(C)c2ccc(C(=O)NCCCN3CCOCC3)cc12
Orbital gap ... 8.4 eV


## two
C19H27N3O2 as an isolated structure, computed with the ωB97M-V functional and the def2-TZVPD basis.

Each line ends with the Mulliken charge.
Cartesian coordinates (Å):
C  -1.01  0.70  0.93  -0.76
C  -0.92  0.76  2.41  -0.58
C  0.52  0.42  2.70  -1.10
C  1.57  1.64  2.53  -1.08
N  1.66  2.01  1.22  1.01
C  2.14  3.29  0.85  -0.68
C  3.52  3.84  1.49  -1.56
H  3.32  3.93  2.35  0.68
H  3.45  5.01  0.96  0.22
H  4.21  3.32  0.99  0.48
H  2.22  3.33  -0.53  0.22
H  1.27  3.99  0.97  0.47
C  2.59  1.03  0.60  -1.10
C  2.53  0.82  -1.09  0.32
C  3.07  1.56  -2.08  -0.40
C  2.57  1.04  -3.16  -0.94
C  1.39  0.24  -2.65  0.63
O  1.52  0.13  -1.39  -0.11
C  0.25  -0.49  -3.69  -1.89
N  -0.77  -0.60  -2.80  -0.24
C  -1.29  -1.64  -2.28  0.87
O  -0.58  -2.83  -2.67  -0.81
N  -2.22  -1.66  -1.44  -0.16
C  -2.77  -2.69  -0.62  0.71
C  -2.81  -3.81  -1.03  -0.36
C  -3.44  -4.94  -0.07  -0.31
C  -4.37  -4.46  1.07  -0.99
C  -4.58  -3.16  0.91  -0.32
C  -3.76  -2.21  0.39  -0.78
H  -4.06  -1.21  0.52  0.29
H  -5.31  -2.79  1.68  0.23
H  -4.92  -5.10  1.47  0.61
H  -3.18  -5.98  -0.22  0.41
H  -1.99  -4.22  -1.41  0.49
H  -2.57  -0.63  -1.06  0.21
H  -1.11  0.23  -2.50  0.19
H  0.51  -1.38  -3.82  0.68
H  0.34  -0.12  -4.46  1.05
H  2.71  1.34  -4.28  0.28
H  4.19  2.08  -2.10  0.16
H  3.81  1.00  0.77  0.39
H  2.77  -0.14  0.88  0.40
H  2.67  1.47  3.06  0.35
H  1.27  2.61  3.10  0.42
H  0.72  0.45  3.81  0.37
H  0.80  -0.48  2.35  0.59
H  -1.53  0.08  3.01  0.33
H  -1.16  1.76  2.92  0.27
H  -2.13  1.09  0.56  0.24
H  -0.68  -0.16  0.50  0.42
H  -0.41  1.50  0.34  0.17

Values from the calculation:
Molecular weight ... 329.4 g/mol
Net charge ... 0
LUMO ... 0.49 eV
Orbital gap ... 8.4 eV


Of them, one has the highest stability.